No. 1
Density functional theory data (ωB97M-V/def2-TZVPD) for a 10-piece molecular cluster, C19H61N17O10 overall in a non-equilibrium geometry.

```
! wB97M-V def2-TZVPD RIJCOSX def2/J DEFGRID3
* xyz 1 2
C 3.097 4.960 0.324
C 3.698 6.089 -0.501
C 2.869 6.754 -1.667
O 2.421 5.659 -2.576
C 2.090 6.064 -3.896
N 4.097 6.995 0.527
H 2.402 4.527 -0.396
H 2.377 5.220 1.100
H 3.753 4.254 0.833
H 4.685 5.863 -0.906
H 3.522 7.363 -2.292
H 2.064 7.341 -1.223
H 1.587 5.245 -4.411
H 2.993 6.324 -4.448
H 1.326 6.838 -3.833
H 4.509 6.286 1.116
H 3.291 7.233 1.087
C -7.154 -3.860 3.714
C -5.972 -3.257 3.019
C -6.205 -2.614 1.636
O -4.948 -2.101 1.120
C -5.105 -1.619 -0.209
N -5.438 -2.308 4.025
H -7.893 -4.361 3.090
H -7.692 -3.117 4.303
H -6.852 -4.570 4.485
H -5.434 -4.193 2.862
H -6.990 -1.868 1.512
H -6.534 -3.398 0.954
H -5.994 -1.034 -0.444
H -4.917 -2.363 -0.983
H -4.279 -0.914 -0.293
H -6.063 -1.523 3.912
H -4.571 -1.935 3.665
C 2.524 1.161 0.483
C 1.561 0.094 -0.098
C 0.899 0.601 -1.344
O 0.066 -0.340 -2.080
C -1.178 -0.621 -1.469
N 2.342 -1.078 -0.381
H 3.311 1.261 -0.264
H 3.092 0.767 1.326
H 1.963 2.041 0.797
H 0.868 -0.102 0.720
H 1.639 0.968 -2.055
H 0.314 1.510 -1.201
H -0.997 -1.437 -0.769
H -1.834 -1.157 -2.155
H -1.695 0.204 -0.979
H 1.868 -1.692 -1.027
H 2.592 -1.538 0.483
C 1.444 -2.393 2.642
O 2.094 -3.073 1.840
N 1.628 -1.177 3.008
N 0.360 -2.770 3.270
H 1.068 -0.800 3.760
H 2.578 -0.847 2.909
H -0.223 -1.994 3.549
H -0.015 -3.691 3.091
C 1.387 3.876 3.543
O 0.838 3.020 2.912
N 0.777 4.849 4.125
N 2.666 4.013 3.563
H -0.205 4.835 3.891
H 1.286 5.655 4.456
H 2.996 4.930 3.829
H 3.267 3.328 3.128
C -2.433 0.850 1.797
O -2.662 1.337 0.646
N -1.570 1.322 2.570
N -3.074 -0.233 2.196
H -0.945 2.044 2.242
H -1.585 0.988 3.523
H -3.687 -0.729 1.565
H -2.866 -0.577 3.122
C 1.546 -2.723 -3.896
O 1.991 -3.760 -4.322
N 2.145 -1.839 -3.218
N 0.500 -2.171 -4.411
H 3.133 -1.737 -3.031
H 1.416 -1.160 -3.053
H 0.347 -1.226 -4.089
H -0.073 -2.839 -4.907
C 6.336 -0.788 -1.647
O 6.117 0.068 -2.516
N 7.474 -1.300 -1.436
N 5.399 -1.292 -0.858
H 7.579 -1.638 -0.490
H 8.277 -0.918 -1.915
H 4.443 -0.975 -0.934
H 5.593 -2.070 -0.243
C 1.524 -6.214 -0.915
O 1.171 -7.109 -1.601
N 1.194 -4.978 -1.151
N 2.510 -6.331 -0.082
H 1.943 -4.361 -0.872
H 0.455 -4.985 -1.839
H 2.766 -7.261 0.216
H 2.756 -5.529 0.480
C -5.804 -1.534 -3.732
O -5.834 -2.637 -4.102
N -4.670 -0.967 -3.639
N -6.742 -0.688 -3.693
H -3.875 -1.508 -3.947
H -4.606 -0.016 -3.306
H -7.622 -1.139 -3.896
H -6.586 0.238 -3.320
*
```

Output
* ⟨S²⟩: 0.75
* total energy: -66488.290 eV
* HOMO-LUMO gap (spin up / spin down): 8.5 / 3.1 eV

Here are the Löwdin charges for atoms 1 to 5, given in e: -0.0865 -0.4239 -0.1033 -0.2305 -0.1134


No. 2
Density functional theory data (ωB97M-V/def2-TZVPD) for C30H45NO3P2SZr as an isolated structure in a non-equilibrium geometry.

```
! wB97M-V def2-TZVPD RIJCOSX def2/J DEFGRID3
* xyz 2 1
Zr -0.554 -0.455 0.108
C 1.519 1.356 -0.498
C 0.439 1.735 0.393
C 1.901 0.321 1.519
C 2.422 0.533 0.222
C 0.652 1.028 1.646
C 1.833 2.012 -1.791
H 0.940 2.446 -2.252
H 2.270 1.292 -2.496
H 2.564 2.825 -1.648
C 3.758 0.085 -0.253
H 3.801 0.074 -1.349
H 3.980 -0.931 0.103
H 4.555 0.752 0.116
C 2.622 -0.318 2.645
H 3.248 0.410 3.192
H 3.284 -1.118 2.283
H 1.915 -0.759 3.360
C -0.028 1.329 2.942
H 0.572 2.029 3.544
H -0.159 0.411 3.532
H -1.015 1.785 2.794
C -0.367 2.990 0.273
H 0.137 3.822 0.798
H -1.364 2.884 0.722
H -0.489 3.296 -0.774
C -1.453 -1.061 -2.185
C -1.296 0.315 -2.134
C -2.439 1.273 -1.876
C -3.342 1.009 -0.645
C -2.775 0.322 0.582
C -2.689 -1.067 0.719
C -3.071 -2.069 -0.365
C -2.749 -1.757 -1.865
H -3.127 1.343 -2.742
H -4.228 0.449 -1.015
H -2.015 2.283 -1.794
H -3.618 -1.217 -2.293
H -0.737 -1.664 -2.752
H -0.472 0.759 -2.700
H -2.741 -2.730 -2.384
H -2.597 -3.032 -0.119
H -2.444 -1.504 1.706
H -4.156 -2.270 -0.330
H -3.736 1.991 -0.332
H -2.660 0.956 1.477
P -5.801 -0.862 -1.865
C -5.928 -2.052 -3.259
C -6.994 0.408 -2.435
P -6.637 -1.158 1.051
C -6.845 -1.809 -0.679
C -8.154 -0.076 1.070
C -7.544 -2.582 1.821
H -5.515 -3.027 -2.964
H -5.368 -1.651 -4.115
H -6.991 -2.159 -3.519
H -7.872 -0.107 -2.853
H -6.502 0.998 -3.225
H -7.298 1.073 -1.614
H -8.553 -2.672 1.391
H -7.631 -2.391 2.898
H -6.993 -3.517 1.657
H -6.563 -2.876 -0.724
H -7.899 -1.707 -1.003
H -8.324 0.224 2.114
H -9.031 -0.646 0.728
H -8.034 0.824 0.454
O 0.120 -2.252 2.031
C 0.745 -2.817 1.092
N 0.621 -2.257 -0.161
S 1.434 -3.050 -1.415
O 2.333 -2.098 -2.000
O 0.443 -3.701 -2.242
C 2.159 -4.136 -0.248
C 3.155 -5.064 -0.534
C 3.702 -5.796 0.525
C 3.265 -5.580 1.844
C 2.262 -4.649 2.120
C 1.677 -3.945 1.047
H 3.471 -5.179 -1.565
H 4.490 -6.532 0.326
H 3.730 -6.157 2.660
H 1.909 -4.438 3.141
*
```

Output
* energy above the lowest of the compared OMol25 structures with the same formula, charge and spin: 0.0 kJ/mol
* total energy: -70150.125 eV
* HOMO-LUMO gap: 5.5 eV

Here are the Löwdin charges for atoms 1 to 5, given in e: 1.8580 -0.2202 -0.3673 -0.2034 -0.1953


No. 3
Density functional theory data (ωB97M-V/def2-TZVPD) for one molecule with the formula C6H15O3PS in a non-equilibrium geometry.

```
! wB97M-V def2-TZVPD RIJCOSX def2/J DEFGRID3
* xyz 0 1
C 3.265 -0.170 -0.171
C 0.628 -0.521 -1.876
C -2.070 -1.527 2.048
C -1.828 2.794 -0.163
C 1.849 0.392 0.050
C 0.773 -0.549 -0.354
O 0.692 -1.875 0.187
O -1.489 -0.282 1.715
O -0.962 1.693 0.368
P -1.186 0.191 0.163
S -2.514 -0.413 -1.103
H 3.844 -0.156 0.706
H 3.185 -1.229 -0.396
H 3.921 0.434 -0.812
H 1.466 -0.875 -2.393
H 0.437 0.516 -2.100
H -0.195 -1.280 -2.135
H -1.392 -2.389 2.471
H -2.649 -2.133 1.263
H -2.871 -1.373 2.891
H -1.903 2.568 -1.222
H -1.348 3.785 0.107
H -2.849 2.776 0.271
H 1.582 0.648 1.121
H 1.743 1.214 -0.589
H -0.129 -2.240 -0.044
*
```

Output
* energy above the lowest of the compared OMol25 structures with the same formula, charge and spin: 0.0 kJ/mol
* SMILES: CC[C@@](C)(O)P(=S)(OC)OC
* total energy: -32731.227 eV
* HOMO-LUMO gap: 9.3 eV

Here are the natural (NBO) charges for atoms 1 to 5, given in e: -0.6257 -0.6736 -0.2881 -0.2470 -0.4632


No. 4
Density functional theory data (ωB97M-V/def2-TZVPD) for a 3-piece molecular cluster, C34H64FNO8Si overall in a non-equilibrium geometry.

```
! wB97M-V def2-TZVPD RIJCOSX def2/J DEFGRID3
* xyz 0 1
C -1.586 3.149 6.932
C -1.424 2.985 5.509
N -1.232 1.683 5.018
C -1.550 1.511 3.568
C -2.715 2.411 3.010
C -2.268 3.718 2.250
C -1.101 3.522 1.214
C -1.483 2.650 -0.047
C -2.216 3.554 -1.149
C -1.497 3.443 -2.570
C -1.425 4.834 -3.344
Si 0.348 5.261 -3.965
C 0.206 6.471 -5.458
C 1.296 3.692 -4.503
C 1.194 6.148 -2.491
C 1.412 5.322 -1.285
C 2.043 5.933 -0.103
C 2.439 7.333 -0.162
C 2.222 8.139 -1.348
C 1.603 7.558 -2.552
C -1.837 0.677 5.854
O -3.004 0.543 6.079
O -0.931 -0.262 6.391
C -1.362 -0.731 7.661
F -1.644 0.312 8.566
C -0.227 -1.582 8.341
C 0.100 -2.918 7.558
H -2.580 3.209 7.431
H -0.625 3.154 7.515
H -1.405 3.913 4.895
H -1.893 0.442 3.449
H -0.589 1.583 3.001
H -3.260 1.780 2.247
H -3.501 2.659 3.779
H -3.166 4.059 1.653
H -1.996 4.581 2.909
H -0.140 3.181 1.699
H -0.860 4.551 0.813
H -0.509 2.335 -0.526
H -2.046 1.714 0.191
H -3.242 3.124 -1.292
H -2.271 4.623 -0.798
H -0.475 2.997 -2.507
H -2.130 2.763 -3.210
H -1.667 5.648 -2.601
H -2.194 4.922 -4.160
H 0.430 5.972 -6.434
H -0.842 6.879 -5.468
H 0.894 7.349 -5.357
H 2.277 3.909 -4.996
H 0.637 3.181 -5.267
H 1.413 2.944 -3.671
H 1.105 4.252 -1.282
H 2.175 5.306 0.805
H 2.900 7.802 0.734
H 2.528 9.209 -1.417
H 1.474 8.188 -3.463
H -2.243 -1.410 7.514
H 0.726 -1.000 8.455
H -0.565 -1.878 9.372
H -0.041 -3.795 8.246
H -0.585 -3.110 6.686
H 1.174 -2.938 7.243
C 0.084 -1.138 0.509
O 1.341 -0.984 -0.116
C 2.331 -1.833 0.447
C 3.507 -1.970 -0.504
O 3.280 -2.921 -1.540
C 2.393 -2.508 -2.578
C 3.020 -1.507 -3.533
O 2.980 -0.198 -2.977
C 3.924 0.666 -3.574
H 0.153 -0.899 1.576
H -0.615 -0.449 0.034
H -0.289 -2.159 0.373
H 1.909 -2.823 0.656
H 2.671 -1.377 1.386
H 4.355 -2.362 0.064
H 3.813 -1.006 -0.912
H 1.449 -2.144 -2.170
H 2.171 -3.417 -3.144
H 2.449 -1.488 -4.470
H 4.055 -1.800 -3.744
H 4.942 0.302 -3.395
H 3.824 1.649 -3.116
H 3.742 0.756 -4.651
C -3.338 -8.210 -4.044
O -2.379 -8.142 -3.010
C -1.293 -9.033 -3.230
C -0.100 -8.632 -2.379
O 0.662 -7.569 -2.945
C 0.077 -6.272 -2.863
C 0.147 -5.674 -1.468
O -0.896 -6.196 -0.653
C -0.618 -6.051 0.724
H -3.751 -9.222 -4.123
H -4.144 -7.516 -3.807
H -2.893 -7.910 -4.999
H -1.006 -9.029 -4.288
H -1.623 -10.040 -2.946
H 0.584 -9.484 -2.338
H -0.392 -8.406 -1.352
H -0.942 -6.271 -3.254
H 0.678 -5.644 -3.526
H 0.010 -4.587 -1.527
H 1.125 -5.893 -1.023
H 0.279 -6.618 0.995
H -1.462 -6.452 1.284
H -0.488 -4.995 0.984
*
```

Output
* SMILES: C=CN(CCCCCCCC[Si](C)(C)c1ccccc1)C(=O)O[C@H](F)CC.COCCOCCOC.COCCOCCOC
* total energy: -64752.399 eV
* HOMO-LUMO gap: 6.5 eV

Here are the Löwdin charges for atoms 1 to 5, given in e: -0.0703 -0.1155 -0.0100 -0.1315 -0.1722